This record from the Open Molecules 2025 dataset describes a structure of composition C4H6N2O. The level of theory is ωB97M-V with the def2-TZVPD basis set.

```
13
C4H6N2O, DFT ωB97M-V with the def2-TZVPD basis set
N -1.81 0.47 0.34
C -0.47 0.36 0.41
C 0.02 -0.97 0.20
O -0.74 -1.94 -0.08
N 1.37 -0.85 -0.11
C 1.74 0.47 0.03
C 0.64 1.25 0.26
H -2.16 -0.41 -0.57
H -2.08 1.41 0.04
H -1.82 -1.29 -0.87
H 1.99 -1.63 -0.22
H 2.78 0.76 0.00
H 0.64 2.33 0.40
```

Its energy relative to the best compared isomer or geometry (same formula, charge and spin) is 4.0073 eV. As for the largest force on an atom: 0.41 eV/A. The value obtained for the molar mass is 98.10 g/mol. The charge is 0. The HOMO energy (spin up / spin down) is -7.95 / -7.95 eV. Its frontier orbital gap (spin up / spin down) is 7.7 / 7.7 eV. The multiplicity is 1.

From a natural (NBO) analysis of the wavefunction, the atomic charges in e read:
1 N -0.607
2 C 0.066
3 C 0.478
4 O -0.546
5 N -0.570
6 C 0.012
7 C -0.350
8 H 0.136
9 H 0.367
10 H 0.148
11 H 0.420
12 H 0.216
13 H 0.230